{
  "formula": "C40H85Br2F2N8O5P2",
  "method": "ωB97M-V/def2-TZVPD",
  "gap_ev": 5.39,
  "charge": 1,
  "species": ["C", "C", "C", "H", "H", "H", "C", "H", "H", "H", "H", "H", "C", "H", "C", "H", "C", "H", "H", "C", "H", "C", "H", "H", "H", "H", "P", "H", "O", "H", "H", "C", "H", "H", "H", "C", "H", "C", "H", "H", "H", "C", "H", "C", "H", "H", "N", "H", "N", "H", "C", "H", "N", "H", "F", "H", "C", "H", "C", "H", "H", "C", "Br", "C", "C", "H", "C", "H", "O", "H", "H", "C", "H", "H", "H", "H", "C", "H", "H", "C", "H", "H", "H", "H", "C", "H", "H", "H", "C", "C", "H", "C", "H", "H", "H", "C", "C", "Br", "H", "H", "N", "C", "O", "H", "H", "C", "H", "H", "N", "O", "H", "N", "H", "O", "C", "H", "H", "H", "N", "H", "C", "H", "N", "H", "H", "C", "H", "H", "H", "C", "H", "C", "H", "H", "F", "H", "C", "H", "C", "H", "H", "C", "P", "H"],
  "coordinates": [[-3.1489, -3.9199, 2.2409], [3.2656, 5.4867, -5.7033], [-1.5348, 0.3024, 0.3148], [2.6406, -5.0178, -1.7884], [4.4847, 5.2875, -8.7976], [-4.0974, 3.6176, 7.6317], [-0.1785, 0.8117, 0.8622], [2.5696, -2.9907, -2.2520], [3.1057, -2.5859, -4.4041], [-4.3662, -2.3134, 2.3530], [-1.2078, 0.4203, -4.6571], [-3.4679, 5.2578, 7.3554], [3.1024, -1.6673, -3.8148], [3.1396, -3.2600, 0.0134], [1.9530, 3.8630, -9.5630], [0.2986, 1.8087, -0.9652], [-6.9477, -4.1027, -1.1238], [2.2722, 5.3285, -5.2709], [-0.3558, 3.3725, -8.6004], [0.3686, 3.5558, -7.8069], [0.7614, -3.2011, 0.4589], [-1.1730, -0.4003, -3.9453], [1.8259, -0.3066, -4.8968], [0.1743, 1.4471, 9.5929], [4.6061, 6.4701, -7.5453], [1.4718, -0.4745, -3.1707], [-1.2844, 3.9867, 8.4723], [1.0677, -2.5884, -5.3276], [-0.9255, 5.2631, 7.7811], [-4.7319, 4.9995, 8.5547], [1.6412, 1.7264, 0.2129], [1.7126, -1.0208, -4.0819], [4.0046, 5.0230, -5.0382], [3.5359, -6.1720, -0.8537], [-2.1984, -0.5253, -3.5872], [4.6956, -2.5057, -2.0502], [-7.2332, -3.5118, -1.9856], [-0.7369, -4.6993, 0.0827], [-2.3058, 1.0016, 0.6130], [-1.6797, 2.2491, 6.3715], [1.2031, 0.2730, -0.6867], [0.7210, -2.1394, -4.3943], [-0.0148, -6.4534, -0.8845], [3.2278, -2.1315, -2.3519], [-0.0311, 1.9059, 6.9320], [-3.7292, 2.6914, 10.0830], [4.4131, 2.6148, -7.5213], [0.5081, -4.9819, -1.6481], [-1.4781, 2.2379, 8.4839], [3.4412, 6.5613, -5.7164], [-0.9095, 1.3496, 9.4812], [0.1051, 2.9202, -6.9606], [-0.0185, 3.9919, 9.6938], [-0.3796, 1.7374, 1.3930], [-1.6814, 0.7645, 4.4947], [-0.5773, -0.1445, -3.0760], [-2.3853, -1.4914, 2.0369], [-0.4873, -3.2803, 1.6600], [-2.3189, -4.2963, 3.2521], [-5.9606, -2.4664, 0.8999], [-3.7012, -4.6570, 1.6703], [2.9124, -5.2828, -0.7652], [0.7044, -0.3592, 2.1541], [-1.8972, -1.1402, 0.6063], [-0.3296, 4.1103, 11.1175], [-1.5758, -1.8730, 2.6466], [-3.8301, 4.5696, 8.1196], [1.7985, -6.6067, 0.5175], [2.4092, 2.0275, -6.2069], [5.8202, -3.6958, -0.6598], [5.2360, -1.6653, -1.6186], [-3.3915, 3.7161, 10.3028], [4.6747, 1.4782, -5.7398], [3.9150, 1.7873, -9.4317], [0.8142, -2.9344, -3.6523], [-1.4027, 1.4654, 10.4438], [0.8147, 1.1854, -0.2388], [1.3563, 4.9601, 8.3856], [-1.3707, -2.5021, -4.1883], [-2.3449, -0.3029, 4.1255], [-0.7288, 3.1910, 11.5475], [0.5915, 4.2738, 11.6779], [-1.5610, -2.5408, -0.9859], [-2.5716, -4.0814, 4.2879], [4.6959, 2.3756, -8.9354], [-1.0757, -5.2965, 0.9327], [-3.3758, -3.3068, -0.0165], [1.7047, -4.9129, 0.9489], [4.5367, 5.3940, -7.7163], [0.3618, -5.4505, -0.6749], [1.9449, 4.9622, -9.5175], [3.7588, -4.1225, -0.2302], [-1.1249, 0.3217, 9.1799], [-1.6073, -4.6300, -0.5756], [-1.0105, 4.9409, 11.3363], [-0.9688, -2.1213, -0.1758], [-1.0962, 1.7349, 7.1395], [-7.1855, -5.9606, -1.6733], [-1.0169, -1.6608, -5.6702], [0.7437, 5.9851, 9.6876], [-2.8114, 4.3721, 9.1491], [4.8916, -3.7975, -1.2217], [-4.8980, 0.1040, 3.5189], [5.9130, 1.2526, -6.9667], [-0.1895, -1.5459, -0.6685], [-5.5071, -3.8812, -0.7055], [2.8907, 3.5436, -10.0049], [3.9111, -0.9976, -4.0952], [1.7212, 3.2488, -8.2709], [-2.5645, -1.2006, 4.8756], [-7.6356, -3.9604, -0.2972], [-3.4578, -2.5022, 1.9052], [2.9316, -1.3261, -1.6772], [-3.2140, -1.2844, -0.1040], [-0.3137, -3.2937, 0.5875], [5.4497, 4.9330, -7.3297], [-5.1727, -4.7274, -0.1030], [4.2364, -4.4855, 0.6819], [-2.7647, -0.2672, 2.7628], [4.8724, 3.2923, -9.4983], [-5.3061, -2.5555, 0.0314], [1.9242, 4.7185, 10.0313], [3.3223, 4.9174, -7.0772], [0.2811, 4.6071, -7.4909], [-1.4889, 0.3654, -0.7690], [-3.8219, -2.3906, 0.3922], [5.0527, -4.6277, -1.9079], [-2.7034, 3.6796, 11.1409], [-1.3005, 0.6696, 7.0401], [-4.1032, 0.1655, 2.6307], [-4.2580, 4.2885, 10.6382], [-0.7445, -1.7170, -4.6195], [5.1689, -2.6825, -3.0176], [-1.4330, -4.8657, 2.9902], [-4.4341, 0.6814, 1.4666], [-5.4976, -1.7715, -0.7002], [4.8431, 1.4045, -6.8101], [1.1646, 3.5512, -10.2503], [1.6769, -5.6072, 0.1080], [4.3247, 0.5104, -7.1785], [-4.8928, -3.9017, -1.6071], [1.0493, 4.9657, 9.4265], [2.8516, 3.2298, -6.9822], [5.6375, 1.8337, -9.0310]],
  "mulliken_charge": [-0.075, -1.106, -1.768, 0.525, 0.226, 0.325, -0.061, -0.437, 0.381, 0.723, 0.434, 0.309, -1.592, -0.030, -0.898, 0.384, -0.792, 0.336, 0.381, -1.031, -0.633, -0.679, 0.282, 0.335, 0.439, -0.144, 0.621, 0.355, -0.794, 0.348, 0.448, 0.394, 0.364, 0.396, 0.302, -0.991, 0.431, -1.127, 0.482, 0.355, 0.153, -0.164, 0.537, 1.457, 0.377, 0.301, 0.191, 0.291, 0.224, 0.380, -0.919, 0.178, 0.145, 0.673, -0.208, -0.154, -2.371, 0.442, -0.676, 0.457, 0.272, -1.027, -0.113, 0.987, -1.170, 1.711, -1.091, 0.627, -0.523, 0.318, 0.450, -0.898, 0.336, 0.401, -0.262, 0.210, -1.365, 0.358, 0.320, 0.269, 0.233, 0.431, 0.634, 0.314, -1.176, 0.358, -0.131, 0.372, -0.936, -1.127, 0.304, -0.336, 0.397, 0.186, 0.380, -0.782, -1.176, -0.154, 0.364, 0.344, 0.096, -1.128, -0.467, 0.449, -0.196, -0.546, 0.261, 0.478, 0.126, -0.452, 0.423, 0.505, -0.191, -0.521, 1.295, 0.316, 0.358, 0.564, 0.677, 0.242, -1.203, 0.352, 0.092, 0.334, 0.455, 0.641, 0.441, 0.244, 0.355, 0.593, 0.385, -0.747, 0.367, 0.278, -0.171, 0.342, -1.163, 0.379, -0.705, 0.352, 0.394, -1.068, 0.308, 0.421]
}